72
Properties=species:S:1:pos:R:3 method="wB97M-V/def2-TZVPD" e_lumo_ha="-0.246 / -0.253" spin_multiplicity=2 total_charge=+2 de_lowest_ev=1.725 e_homo_ev="-12.9 / -12.9"
Ir -0.11066 -0.20045 -0.63236
O 4.90490 0.11781 1.45634
C 4.11194 -0.13547 2.50458
C 4.73780 -0.19142 3.75518
C 4.00044 -0.42952 4.89030
C 2.61322 -0.62025 4.82370
C 1.99082 -0.57200 3.60350
C 2.71583 -0.33166 2.42208
C 1.99611 -0.24850 1.16764
O 0.71502 -0.49393 1.20079
N 2.65668 0.06645 0.03896
N 1.81495 0.13898 -1.01085
C 2.11592 0.58759 -2.17202
C 0.99509 0.63871 -3.13947
C 1.15683 1.04241 -4.45139
C 0.04905 1.08529 -5.28922
C -1.19098 0.72566 -4.78877
C -1.29055 0.32966 -3.46493
N -0.23368 0.28517 -2.65696
H 4.37007 0.13386 0.63812
H 5.80773 -0.04225 3.79474
H 4.50276 -0.46970 5.84777
H 2.04503 -0.80477 5.72364
H 0.92010 -0.70427 3.52606
H 3.11601 0.92386 -2.41933
H 2.13948 1.31956 -4.80691
H 0.15763 1.39515 -6.31934
H -2.07620 0.74548 -5.40745
H -2.23771 0.03307 -3.03248
C 0.23700 -3.60503 0.27794
As -0.43315 -2.45644 -1.11094
C 0.42214 -3.01932 -2.73766
C -2.33456 -2.75993 -1.29941
C -2.82634 -3.89571 -1.93383
C -4.19736 -4.08390 -2.03443
C -5.07022 -3.14553 -1.50095
C -4.57639 -2.01845 -0.85821
C -3.20453 -1.82408 -0.76016
As -2.39152 -0.34236 0.16180
C -3.52967 1.19477 -0.03947
C -2.49296 -0.78047 2.03821
H 0.06530 -4.64394 -0.00311
H -0.27184 -3.37957 1.21114
H 1.30347 -3.42172 0.39968
H 0.09144 -4.02615 -2.99065
H 1.49984 -3.02705 -2.57827
H 0.17387 -2.33849 -3.54474
H -2.15873 -4.63888 -2.35387
H -4.58344 -4.96351 -2.53083
H -6.13828 -3.29271 -1.58306
H -5.26825 -1.29747 -0.43945
H -4.49454 0.99687 0.42532
H -3.66064 1.43688 -1.09212
H -3.04589 2.03365 0.45716
H -3.44451 -1.26368 2.25387
H -2.40312 0.13785 2.61714
H -1.66506 -1.43494 2.29778
C 0.19642 4.52948 -1.07879
C 0.24004 3.04674 -1.11022
O -0.58319 2.24317 -0.80786
H 0.65110 4.93799 -1.97874
H 0.80626 4.82440 -0.22216
H -0.82709 4.88518 -0.94784
C -0.00316 3.70292 3.52752
S 0.79918 2.96663 2.08973
C 2.52481 3.18677 2.56924
H 0.26042 3.15507 4.43066
H -1.07966 3.64468 3.37776
H 0.27998 4.74798 3.63496
H 2.77565 4.24390 2.63503
H 3.14484 2.72331 1.80608
H 2.71872 2.69658 3.52379